(1)
The following is a quantum chemistry calculation of one molecule with the formula C5H7NO2 at a distorted geometry, from the Open Molecules 2025 dataset.

- relative energy (zero: lowest compared OMol25 entry of this formula, charge and spin) (kcal/mol) = 96.5
- E_HOMO (eV) = -9.03
- gap between HOMO and LUMO (eV) = 9.9

Structure (ORCA input):
```
! wB97M-V def2-TZVPD RIJCOSX def2/J DEFGRID3
* xyz 0 1
C 1.9840 -0.3899 1.3673
C -0.6637 -1.2286 -0.9236
C -0.6602 0.3620 -1.0830
C -1.3703 1.0993 0.1546
C 0.1484 0.9626 0.0120
H 2.3247 -1.5986 1.4316
H 0.0714 -1.6802 -1.7652
H -1.5986 -1.7724 -0.7848
H -0.6227 0.9602 -1.9974
H -1.7874 2.0430 -0.1793
H -2.0016 0.5322 0.8928
H 0.7941 1.8465 -0.0288
N 0.8255 -0.2540 0.5586
O 2.6282 0.5018 1.8841
O -0.0717 -1.3838 0.4613
*
```

Results of the Mulliken charge analysis, in e, for atoms 1 through 6: 0.078, -0.371, -0.277, -0.657, -0.160, 0.244

(2)
The following is a quantum chemistry calculation of a 2-piece molecular cluster, C3H9NO overall at a distorted geometry, from the Open Molecules 2025 dataset.

- relative energy (zero: lowest compared OMol25 entry of this formula, charge and spin) (kcal/mol) = 45.9
- E_HOMO (eV) = -8.41
- gap between HOMO and LUMO (eV) = 9.3

Structure (ORCA input):
```
! wB97M-V def2-TZVPD RIJCOSX def2/J DEFGRID3
* xyz 0 1
C 1.6960 1.3556 -1.1329
O 1.8070 2.2295 -2.2304
H 1.3966 0.3396 -1.4246
H 2.6676 1.2277 -0.6713
H 0.9097 1.7127 -0.4586
C -0.8382 -0.9736 0.9309
C -1.9106 -0.2082 0.8064
N -0.7819 -2.2885 1.3281
H 0.0773 -0.4068 0.7959
H -1.8175 0.7507 0.3097
H -2.9023 -0.4982 1.0652
H 0.0698 -2.7544 1.5877
H 1.1182 2.1029 -2.8880
H -1.4917 -2.5891 1.9818
*
```

Results of the Mulliken charge analysis, in e, for atoms 1 through 6: -0.477, -0.523, 0.235, 0.267, 0.212, 0.208

(3)
The following is a quantum chemistry calculation of a 2-piece molecular cluster, C3H9NO2P2 overall at a distorted geometry, from the Open Molecules 2025 dataset.

- relative energy (zero: lowest compared OMol25 entry of this formula, charge and spin) (kcal/mol) = 111.0
- E_HOMO (eV) = -8.96
- gap between HOMO and LUMO (eV) = 9.0

Structure (ORCA input):
```
! wB97M-V def2-TZVPD RIJCOSX def2/J DEFGRID3
* xyz 0 1
C -1.5997 -0.4589 0.6271
C 3.0976 -0.8216 -0.0440
C -0.8075 0.8144 0.9252
N -1.4621 1.9187 1.5784
O -2.8877 -0.1600 0.2250
O -1.2378 -1.6159 0.7161
P 1.1776 -0.0727 -2.2887
P 2.2072 -1.5943 -1.3184
H 2.9722 0.1579 0.2945
H 3.7708 -1.4176 0.5640
H -0.3546 1.1597 0.1061
H -1.5986 1.7202 2.5422
H -3.5959 -0.7767 0.0052
H -2.3873 1.9449 1.0161
H 2.0358 -0.2522 -3.3604
H 0.5739 -1.0155 -3.0263
H 0.0960 0.4696 1.4379
*
```

Results of the Mulliken charge analysis, in e, for atoms 1 through 6: 0.616, -0.547, -0.537, -0.633, -0.505, -0.531

(4)
The following is a quantum chemistry calculation of C44H50AsF4N6O3PSn as an isolated structure, from the Open Molecules 2025 dataset.

- relative energy (zero: lowest compared OMol25 entry of this formula, charge and spin) (kcal/mol) = 1.9
- E_HOMO (eV) = -12.67
- gap between HOMO and LUMO (eV) = 7.1

Structure (ORCA input):
```
! wB97M-V def2-TZVPD RIJCOSX def2/J DEFGRID3
* xyz 2 1
Sn -0.8699 -1.4157 0.5597
C -0.6532 -4.2930 2.2250
N -1.0323 -2.8875 2.4217
C -2.4766 -2.8161 2.7246
C -0.2328 -2.2736 3.4997
C -0.5507 -0.8005 3.6324
N -0.6799 -0.2018 2.3016
C -0.5562 1.1699 2.1879
C -1.3776 1.8763 1.2976
F -2.3052 1.1905 0.5891
C -1.2953 3.2428 1.1217
F -2.1427 3.8265 0.2674
C -0.3724 4.0024 1.8091
C 0.4697 3.3289 2.6713
F 1.4224 3.9944 3.3248
C 0.3943 1.9599 2.8500
F 1.3348 1.3821 3.6178
H -1.2483 -4.7190 1.4199
H 0.4016 -4.3647 1.9701
H -0.8342 -4.8676 3.1384
H -2.6898 -3.3010 3.6810
H -3.0356 -3.3279 1.9420
H -2.8040 -1.7779 2.7746
H 0.8171 -2.4095 3.2397
H -0.4146 -2.7914 4.4482
H 0.2394 -0.3533 4.2314
H -1.4822 -0.6625 4.1934
H -0.3066 5.0727 1.6797
O 0.7066 2.7170 -1.3866
C 0.5902 1.5826 -0.9945
O -0.3397 0.7548 -1.5186
C 1.5244 0.9673 -0.0029
C 2.5456 1.7927 0.5056
C 3.5114 1.2244 1.2821
C 3.5087 -0.1722 1.4802
C 4.5319 -0.8480 2.1886
C 4.5057 -2.2058 2.3075
C 3.4607 -2.9536 1.7158
C 2.4518 -2.3295 1.0407
C 2.4462 -0.9201 0.9234
N 1.4289 -0.3220 0.2387
H 2.5303 2.8492 0.2817
H 4.2947 1.8281 1.7232
H 5.3378 -0.2695 2.6221
H 5.2947 -2.7202 2.8392
H 3.4745 -4.0331 1.7941
H 1.6839 -2.9015 0.5307
C -3.3918 5.4114 -3.1088
C -2.0440 5.4221 -3.4496
C -1.3045 4.2544 -3.3890
C -1.9397 3.0789 -2.9956
C -3.2899 3.0562 -2.6553
C -4.0129 4.2368 -2.7095
As -1.0285 1.4217 -3.0666
C -2.3421 0.1090 -3.4546
C -3.0416 0.2666 -4.6526
C -4.0574 -0.6199 -4.9646
C -4.3837 -1.6410 -4.0780
C -3.6928 -1.7823 -2.8844
C -2.6633 -0.9070 -2.5659
C 0.4026 1.3046 -4.3205
C 0.3249 0.2710 -5.2536
C 1.3222 0.1341 -6.2072
C 2.3916 1.0167 -6.2248
C 2.4712 2.0391 -5.2879
C 1.4804 2.1926 -4.3318
H -3.9624 6.3294 -3.1562
H -1.5700 6.3421 -3.7629
H -0.2555 4.2657 -3.6450
H -3.7731 2.1365 -2.3511
H -5.0608 4.2371 -2.4429
H -2.8041 1.0749 -5.3355
H -4.6025 -0.5085 -5.8919
H -5.1860 -2.3250 -4.3209
H -3.9514 -2.5765 -2.1969
H -2.1120 -1.0285 -1.6435
H -0.5047 -0.4234 -5.2426
H 1.2588 -0.6602 -6.9389
H 3.1664 0.9103 -6.9724
H 3.3063 2.7264 -5.3044
H 1.5614 2.9827 -3.6018
C 0.7563 -5.4179 -4.3027
N 0.3047 -4.1929 -3.6511
C -0.3140 -3.2507 -4.5749
P 1.0236 -3.6005 -2.2821
O 0.1595 -2.5274 -1.6928
N 1.2282 -4.9220 -1.3002
C 0.0791 -5.8146 -1.1443
C 2.5026 -5.5627 -1.0075
N 2.5468 -3.0070 -2.5511
C 2.7871 -1.5684 -2.5375
C 3.4716 -3.7244 -3.4232
H -0.1023 -5.9442 -4.7235
H 1.2407 -6.0823 -3.5903
H 1.4592 -5.2110 -5.1155
H -1.1683 -3.7252 -5.0617
H 0.3875 -2.9317 -5.3558
H -0.6682 -2.3809 -4.0286
H -0.8499 -5.2689 -1.3027
H 0.0807 -6.2282 -0.1349
H 0.1096 -6.6536 -1.8452
H 2.4440 -6.0274 -0.0204
H 3.3025 -4.8268 -0.9915
H 2.7506 -6.3516 -1.7259
H 1.9939 -1.0725 -1.9882
H 2.8205 -1.1655 -3.5563
H 3.7464 -1.3576 -2.0558
H 3.2432 -4.7873 -3.4569
H 4.4923 -3.6143 -3.0512
H 3.4365 -3.3335 -4.4456
*
```

Results of the Mulliken charge analysis, in e, for atoms 1 through 6: 1.135, -1.004, 0.570, -1.192, -0.741, -0.938

Question: E_HOMO of number 3 (C3H9NO2P2)?
Answer: -8.96 eV